# CH4ClN2O

A structure of composition CH4ClN2O (wB97M-V/def2-TZVPD, the OMol25 dataset).

Each line ends with the Löwdin charge.
Element x y z (Å)
C: 0.701 -1.513 0.132  -0.2532
N: -0.478 1.143 -0.417  -0.3082
N: 0.749 -0.551 0.862  0.2313
O: 0.546 -2.353 -0.641  0.3054
Cl: -1.675 0.240 -1.337  0.6683
H: -0.098 1.924 -0.914  0.0943
H: -1.030 1.563 0.305  0.0768
H: 0.281 0.260 0.192  0.0116
H: 1.005 -0.713 1.816  0.1736

The calculation puts the energy at -18643.0521 eV. The net charge is +1. The value obtained for the HOMO-LUMO gap is 0.42788 Eh. Its relative energy (zero: lowest compared OMol25 entry of this formula, charge and spin) is 15.66 kcal/mol.